Record 1
{"formula": "C25H54F3N4O4P2RuS2Si2Te", "method": "ωB97M-V/def2-TZVPD", "symbols": ["Ru", "C", "N", "C", "P", "O", "O", "P", "O", "N", "C", "C", "N", "C", "C", "N", "C", "C", "H", "H", "H", "H", "H", "H", "H", "H", "H", "H", "H", "H", "H", "H", "H", "H", "H", "H", "H", "H", "H", "H", "H", "H", "C", "Si", "C", "C", "C", "Te", "C", "Si", "C", "C", "C", "H", "H", "H", "H", "H", "H", "H", "H", "H", "H", "H", "H", "H", "H", "H", "H", "H", "H", "H", "H", "H", "H", "C", "C", "C", "C", "C", "C", "H", "H", "H", "H", "H", "F", "C", "F", "F", "C", "O", "C", "S", "S", "H", "H", "H"], "xyz": [[-0.395, -0.749, 0.195], [-1.941, 4.178, -0.503], [-0.916, 3.570, -1.370], [0.352, 3.422, -0.650], [-1.467, 2.120, -1.993], [-1.657, 1.019, -1.021], [-0.297, 1.765, -3.054], [0.040, 0.185, -3.349], [0.415, -0.509, -2.093], [-1.241, -0.446, -4.169], [-2.420, -0.915, -3.435], [-1.584, 0.141, -5.468], [1.231, 0.358, -4.483], [2.362, 1.223, -4.146], [1.634, -0.861, -5.188], [-2.798, 2.385, -2.914], [-2.769, 3.466, -3.895], [-4.117, 2.076, -2.361], [-1.577, 5.144, -0.157], [-2.173, 3.551, 0.367], [-2.858, 4.338, -1.071], [0.691, 4.405, -0.325], [1.106, 2.991, -1.305], [0.227, 2.781, 0.231], [-2.230, -0.938, -2.368], [-2.696, -1.914, -3.767], [-3.264, -0.245, -3.613], [-0.697, 0.546, -5.946], [-2.319, 0.943, -5.354], [-2.012, -0.634, -6.106], [2.011, 2.092, -3.595], [2.830, 1.561, -5.071], [3.115, 0.698, -3.550], [0.763, -1.483, -5.382], [2.365, -1.443, -4.619], [2.086, -0.581, -6.141], [-1.751, 3.614, -4.250], [-3.137, 4.409, -3.481], [-3.402, 3.195, -4.742], [-4.018, 1.324, -1.580], [-4.755, 1.681, -3.154], [-4.604, 2.961, -1.940], [-2.779, -0.146, 5.894], [-0.922, 0.137, 5.827], [-0.081, -0.294, 7.457], [-0.535, 1.934, 5.394], [-0.200, -1.056, 4.491], [0.519, -0.037, 2.746], [2.574, -0.375, 3.289], [3.856, 0.572, 2.228], [4.150, 2.184, 3.158], [5.422, -0.458, 2.045], [3.140, 0.992, 0.533], [-3.255, 0.585, 6.550], [-3.015, -1.139, 6.283], [-3.234, -0.055, 4.906], [-0.461, 0.341, 8.261], [0.999, -0.144, 7.402], [-0.264, -1.331, 7.744], [-0.804, 2.602, 6.215], [-1.088, 2.249, 4.508], [0.530, 2.066, 5.191], [-0.964, -1.762, 4.171], [0.654, -1.614, 4.873], [2.741, -1.448, 3.272], [2.654, -0.046, 4.326], [4.755, 2.017, 4.052], [3.200, 2.621, 3.474], [4.670, 2.922, 2.545], [5.705, -0.921, 2.992], [6.256, 0.175, 1.731], [5.322, -1.250, 1.301], [2.433, 1.810, 0.669], [2.618, 0.157, 0.061], [3.907, 1.332, -0.165], [1.994, -3.546, 2.105], [0.692, -3.854, 2.485], [-0.346, -3.692, 1.588], [-0.091, -3.173, 0.315], [1.212, -2.771, -0.043], [2.245, -2.990, 0.862], [2.817, -3.757, 2.777], [0.492, -4.276, 3.461], [-1.352, -4.002, 1.839], [1.434, -2.429, -1.043], [3.261, -2.752, 0.575], [-2.447, -1.245, 2.280], [-2.331, -0.382, 1.193], [-3.557, -0.364, 0.648], [-2.229, 0.869, 1.806], [-1.376, -4.736, -4.454], [-1.647, -4.073, -3.213], [-0.721, -4.094, -2.271], [0.700, -4.878, -2.352], [-1.425, -3.219, -0.879], [-2.260, -4.582, -5.066], [-1.202, -5.798, -4.292], [-0.496, -4.302, -4.927]], "forces_ev_per_a": [[-0.77, 0.36, -0.68], [-0.11, 0.04, -0.06], [-0.28, -0.66, -0.04], [0.07, 0.05, -0.01], [0.26, 0.65, -0.30], [0.06, -0.10, 0.17], [0.03, -0.26, 0.29], [0.07, 0.45, -0.79], [-0.15, -0.29, 0.52], [0.24, 0.33, 0.25], [-0.07, -0.21, 0.00], [0.02, -0.11, -0.06], [-0.23, -0.19, 0.43], [-0.01, 0.05, -0.04], [0.05, 0.00, -0.06], [0.10, 0.17, 0.45], [0.00, -0.07, -0.09], [-0.06, -0.12, -0.03], [-0.01, 0.01, -0.03], [0.06, 0.04, -0.01], [0.03, 0.05, 0.04], [0.01, -0.01, -0.02], [0.03, 0.00, 0.02], [0.08, 0.01, 0.08], [0.01, -0.06, 0.03], [-0.01, -0.03, -0.03], [0.08, 0.06, 0.00], [-0.01, -0.02, -0.06], [0.00, -0.03, 0.05], [0.00, 0.02, 0.00], [0.06, 0.03, -0.04], [0.00, 0.02, 0.02], [-0.05, -0.02, 0.02], [0.03, -0.02, -0.04], [-0.04, 0.02, 0.04], [-0.03, -0.01, 0.00], [-0.03, 0.03, -0.04], [0.02, -0.02, 0.04], [0.02, 0.01, -0.01], [-0.04, 0.00, -0.02], [0.00, 0.01, 0.00], [0.05, 0.03, -0.03], [0.24, 0.05, 0.06], [0.06, 0.06, -0.01], [-0.20, 0.02, -0.19], [-0.10, -0.32, 0.03], [-0.40, 0.32, 0.11], [0.90, 0.29, 0.44], [0.10, 0.08, -0.48], [-0.13, 0.11, 0.14], [0.14, -0.22, -0.19], [-0.15, 0.16, 0.12], [0.10, -0.09, 0.20], [0.01, 0.00, 0.01], [0.02, -0.02, -0.02], [0.05, 0.01, -0.03], [0.00, 0.00, 0.00], [0.01, 0.01, -0.03], [0.01, -0.01, -0.01], [-0.02, -0.07, 0.04], [0.02, 0.02, -0.02], [0.02, 0.04, 0.01], [0.00, -0.02, -0.06], [0.08, 0.01, -0.10], [-0.03, -0.06, -0.03], [-0.04, 0.09, 0.02], [-0.02, -0.01, 0.03], [-0.03, -0.01, -0.02], [0.00, -0.01, -0.01], [0.01, 0.01, 0.01], [-0.02, 0.02, -0.01], [-0.08, -0.02, -0.01], [-0.15, 0.08, -0.09], [-0.04, -0.07, -0.02], [0.06, 0.02, 0.08], [-0.05, -0.01, -0.03], [0.02, -0.05, 0.00], [-0.07, -0.01, -0.05], [0.10, -0.48, -0.41], [-0.10, -0.41, 0.14], [0.10, 0.13, 0.04], [0.00, 0.03, 0.02], [0.01, 0.00, 0.00], [0.00, 0.03, 0.03], [-0.08, 0.07, -0.07], [0.00, 0.03, -0.02], [-0.08, -0.03, -0.09], [0.20, 0.21, 0.72], [-0.02, -0.19, -0.40], [-0.15, -0.13, -0.05], [0.07, -0.11, -0.22], [-0.19, 0.27, 0.12], [0.28, -0.48, 0.12], [-0.07, 0.17, 0.02], [0.18, 0.22, 0.02], [-0.01, 0.03, 0.06], [-0.02, 0.02, 0.06], [-0.01, 0.01, 0.04]], "lowdin_charge": [1.009, -0.085, -0.272, -0.104, 0.485, -0.335, -0.259, 0.513, -0.335, -0.268, -0.091, -0.079, -0.304, -0.082, -0.089, -0.294, -0.091, -0.086, 0.094, 0.092, 0.069, 0.096, 0.071, 0.072, 0.032, 0.079, 0.078, 0.079, 0.075, 0.095, 0.071, 0.093, 0.090, 0.071, 0.092, 0.094, 0.084, 0.087, 0.088, 0.076, 0.089, 0.087, -0.173, 0.448, -0.183, -0.215, -0.511, 1.343, -0.537, 0.436, -0.177, -0.174, -0.200, 0.035, 0.035, 0.028, 0.034, 0.029, 0.032, 0.036, 0.019, 0.010, -0.006, 0.009, -0.022, 0.015, 0.036, 0.029, 0.035, 0.034, 0.035, 0.020, 0.003, -0.003, 0.040, -0.083, -0.067, -0.099, -0.642, -0.228, -0.074, 0.119, 0.121, 0.120, 0.072, 0.115, -0.049, -0.651, 0.048, -0.092, -0.078, -0.236, -1.089, 0.789, 1.003, 0.099, 0.087, 0.082], "energy_ha": -4225.504760, "multiplicity": 5, "de_lowest_kj_mol": 11.7, "s_squared": 6.013, "homo_lumo_gap_ev": [7.54, 7.32], "homo_energy_ev": [-9.68, -10.88], "charge": 1}

Record 2
{"formula": "C27H19F3LiN2O6P", "method": "ωB97M-V/def2-TZVPD", "symbols": ["Li", "O", "C", "O", "C", "C", "C", "C", "C", "N", "C", "O", "O", "H", "H", "H", "N", "C", "C", "C", "C", "C", "C", "P", "C", "C", "C", "C", "C", "C", "C", "C", "C", "C", "C", "C", "H", "H", "H", "H", "H", "H", "H", "H", "H", "H", "H", "H", "H", "H", "H", "H", "F", "C", "F", "F", "C", "O", "O"], "xyz": [[-0.163, 1.717, 1.504], [0.793, 4.282, 4.068], [0.470, 3.330, 3.352], [-0.302, 3.350, 2.363], [1.067, 1.958, 3.675], [2.291, 1.837, 4.321], [2.813, 0.571, 4.515], [2.079, -0.521, 4.090], [0.868, -0.307, 3.435], [0.389, 0.908, 3.233], [0.060, -1.507, 2.913], [0.194, -2.571, 3.522], [-0.660, -1.316, 1.896], [2.814, 2.727, 4.639], [3.782, 0.434, 4.980], [2.424, -1.534, 4.227], [-1.066, 2.423, -0.584], [-1.883, 1.857, -1.532], [-2.691, 2.641, -2.353], [-3.508, 2.054, -3.302], [-3.504, 0.676, -3.439], [-2.739, -0.111, -2.587], [-1.938, 0.451, -1.602], [-1.155, -0.348, -0.078], [0.493, -0.649, -0.825], [0.733, -0.417, -2.176], [1.974, -0.665, -2.733], [2.998, -1.168, -1.950], [2.771, -1.404, -0.604], [1.534, -1.140, -0.048], [-1.870, -2.004, -0.427], [-1.123, -3.128, -0.756], [-1.748, -4.314, -1.102], [-3.130, -4.400, -1.132], [-3.885, -3.298, -0.763], [-3.258, -2.119, -0.406], [-0.155, 2.003, -0.481], [-1.023, 3.431, -0.567], [-2.681, 3.717, -2.222], [-4.141, 2.667, -3.936], [-4.129, 0.206, -4.189], [-2.784, -1.187, -2.696], [-0.062, -0.038, -2.801], [2.137, -0.453, -3.783], [3.969, -1.368, -2.384], [3.566, -1.768, 0.032], [1.368, -1.311, 1.001], [-0.044, -3.076, -0.745], [-1.152, -5.177, -1.372], [-3.620, -5.318, -1.439], [-4.967, -3.353, -0.769], [-3.841, -1.252, -0.129], [2.392, 2.282, -1.764], [3.312, 2.225, -0.774], [3.723, 3.506, -0.611], [4.379, 1.571, -1.294], [2.737, 1.585, 0.597], [3.581, 1.131, 1.340], [1.511, 1.681, 0.651]], "forces_ev_per_a": [[-0.38, -0.07, 0.10], [0.29, 0.21, 0.39], [0.05, 0.22, 0.20], [-0.42, 0.04, -0.41], [0.38, 0.38, 0.32], [-0.04, 0.02, 0.13], [-0.16, 0.02, -0.04], [-0.11, -0.08, -0.04], [0.17, -0.56, 0.25], [-0.12, -0.12, -0.19], [0.00, -0.07, 0.12], [0.22, -0.29, 0.37], [0.14, -0.20, 0.46], [-0.08, 0.07, -0.04], [0.00, 0.02, 0.00], [-0.03, -0.08, -0.01], [0.15, 0.56, 0.21], [-0.27, -0.24, -0.24], [-0.07, 0.18, 0.00], [0.02, 0.02, 0.02], [-0.21, -0.17, -0.20], [0.08, 0.09, -0.11], [-0.10, 0.17, 0.41], [-0.68, -0.03, -1.13], [0.13, 0.00, -0.12], [-0.05, -0.02, 0.00], [0.12, -0.08, -0.08], [0.04, -0.09, -0.11], [0.15, -0.08, 0.01], [0.07, -0.11, 0.05], [-0.19, -0.05, 0.19], [0.02, 0.09, 0.04], [-0.01, -0.19, -0.13], [-0.10, -0.12, 0.00], [-0.19, -0.05, -0.04], [0.11, 0.03, 0.16], [0.48, 0.20, -0.27], [0.08, -0.05, 0.06], [0.03, 0.09, -0.05], [0.05, 0.00, 0.03], [-0.01, -0.03, -0.05], [0.00, -0.01, 0.03], [0.04, 0.03, -0.08], [0.04, -0.01, -0.04], [0.08, 0.04, 0.00], [0.05, 0.00, 0.01], [0.11, -0.01, 0.01], [0.05, -0.01, -0.02], [0.05, -0.01, 0.01], [0.03, -0.01, 0.04], [-0.02, 0.00, 0.02], [-0.13, 0.04, 0.02], [0.01, -0.11, 0.13], [-0.13, -0.08, -0.06], [0.06, 0.11, 0.31], [-0.11, -0.06, 0.23], [0.98, 0.64, -1.55], [0.47, -0.30, 0.54], [-1.15, 0.16, 0.14]], "lowdin_charge": [0.563, -0.027, -0.678, -0.115, -0.204, -0.014, -0.069, -0.016, -0.184, 0.113, -0.645, -0.011, -0.172, 0.109, 0.097, 0.105, 0.076, -0.342, -0.054, -0.129, -0.128, -0.109, -0.303, 1.127, -0.344, -0.084, -0.099, -0.108, -0.076, -0.093, -0.335, -0.062, -0.098, -0.125, -0.111, -0.121, 0.025, 0.106, 0.099, 0.086, 0.082, 0.100, 0.095, 0.095, 0.093, 0.108, 0.095, 0.102, 0.092, 0.084, 0.090, 0.109, 0.105, -0.495, 0.105, 0.099, -0.608, 0.067, -0.067], "energy_ha": -2249.974552, "de_lowest_kj_mol": 76.9, "homo_lumo_gap_ev": 6.96, "homo_energy_ev": -2.38, "charge": -2}

Record 3
{"formula": "C7H14N2", "method": "ωB97M-V/def2-TZVPD", "symbols": ["C", "C", "C", "C", "N", "C", "C", "C", "N", "H", "H", "H", "H", "H", "H", "H", "H", "H", "H", "H", "H", "H", "H"], "xyz": [[-1.445, -0.669, 0.561], [2.189, 0.996, -0.342], [-0.711, 1.103, -1.306], [-1.622, 0.293, 1.715], [0.825, -1.663, 1.673], [1.208, -0.093, 0.018], [-0.188, -0.136, -0.610], [0.471, -1.130, -1.390], [1.395, -0.628, 1.229], [0.629, -2.364, 0.940], [-1.408, -1.711, 0.864], [-2.260, -0.592, -0.156], [3.155, 0.779, 0.087], [2.306, 1.090, -1.417], [1.856, 1.961, 0.054], [-1.600, 0.847, -1.884], [-0.967, 1.876, -0.580], [0.022, 1.525, -1.994], [-2.670, 0.332, 2.027], [-1.024, 0.017, 2.582], [-1.323, 1.315, 1.466], [0.577, -0.985, -2.459], [0.586, -2.161, -1.078]], "forces_ev_per_a": [[1.46, 1.32, -2.70], [-0.39, 0.15, -0.19], [0.23, -0.12, 0.13], [0.00, 0.20, 0.23], [2.08, 0.21, 0.02], [-0.16, -0.04, -3.73], [-2.74, -0.65, 3.60], [1.11, -0.22, 0.85], [-1.58, -1.33, 2.03], [-0.60, 0.52, -0.38], [0.35, 0.01, -0.05], [-0.36, -0.02, 0.18], [0.28, -0.10, 0.09], [0.01, 0.02, -0.06], [0.02, -0.04, 0.00], [0.00, 0.01, 0.04], [-0.05, -0.02, -0.07], [0.06, -0.03, -0.02], [0.10, -0.01, 0.00], [0.03, -0.14, -0.03], [-0.10, -0.10, -0.12], [0.67, 0.34, 0.08], [-0.42, 0.05, 0.11]], "lowdin_charge": [-0.145, -0.043, -0.043, -0.125, 0.073, -0.346, -0.445, 0.051, -0.019, 0.046, 0.078, 0.085, 0.071, 0.075, 0.084, 0.089, 0.079, 0.080, 0.072, 0.060, 0.065, 0.089, 0.070], "energy_ha": -384.471722, "de_lowest_kj_mol": 420.5, "homo_lumo_gap_ev": [8.27, 8.27], "homo_energy_ev": [-7.99, -7.99]}